A 18-piece molecular cluster, C26H39Cl51N2O5P overall in a non-equilibrium geometry. Source: the OMol25 dataset; level of theory: ωB97M-V/def2-TZVPD.

Properties
total charge	-1
highest occupied orbital energy	-4.193	eV
LUMO level	1.46	eV

Each line ends with the Mulliken charge.
Geometry (Å):
C1 -0.5887 3.5440 1.7847  -0.90
O1 -1.0541 2.2014 1.8873  -0.08
C2 -1.8218 1.8294 0.7160  -1.09
P1 -2.9091 0.2535 1.0127  0.78
C3 -1.4514 -0.9678 1.1157  -0.27
C4 -0.9076 -1.5258 -0.2456  -0.38
C5 0.0370 -0.5157 -1.0034  0.47
C6 1.1371 0.0998 -0.0753  -0.41
N1 2.0250 1.0513 -0.8282  -0.64
O2 -4.1356 -0.9613 1.3504  -0.64
C7 -4.6611 -1.4717 0.1261  -0.74
C8 -4.4832 -0.2853 -0.9364  -0.12
C9 -5.5956 0.8352 -0.9154  -0.81
O3 -6.5697 0.4641 0.1192  -0.12
N2 -6.8175 1.5978 0.8706  0.08
O4 -6.7267 1.3673 2.0164  -0.29
O5 -3.1558 0.1458 -0.7032  -0.25
H1 0.5270 3.5119 1.7067  0.27
H2 -0.9332 4.1084 2.6790  0.23
H3 -0.9742 4.0779 0.8883  0.32
H4 -2.5664 2.6501 0.5285  0.59
H5 -1.2018 1.7712 -0.2171  0.41
H6 -2.6663 0.4588 2.4209  0.07
H7 -3.9958 1.2020 1.2154  -0.10
H8 -1.8183 -1.8480 1.6874  -0.28
H9 -0.6664 -0.4959 1.7414  0.11
H10 -1.6935 -1.9468 -0.9098  0.10
H11 -0.2479 -2.4031 0.0093  0.24
H12 -0.5098 0.2404 -1.5969  -0.55
H13 0.5987 -1.1444 -1.7481  0.43
H14 0.7062 0.6943 0.7633  0.01
H15 1.7298 -0.7090 0.4177  0.36
H16 1.5578 1.9515 -0.7199  0.35
H17 1.8696 0.8129 -1.8109  0.14
H18 -3.9258 -2.2855 -0.1230  0.27
H19 -5.6611 -1.9532 0.1761  0.36
H20 -4.5755 -0.8346 -1.9052  0.56
H21 -6.0896 0.9618 -1.8997  0.27
H22 -5.1160 1.7701 -0.5543  0.45
C10 -0.7842 -0.2086 4.8614  0.33
Cl1 -2.1407 -1.0673 4.1515  0.02
Cl2 -1.0630 0.0995 6.5862  -0.19
Cl3 0.7202 -1.1152 4.6327  -0.15
H23 -0.6873 0.7489 4.3541  0.02
C11 2.4029 1.2605 7.6293  0.20
Cl4 1.8463 2.1589 6.2175  -0.07
Cl5 3.9418 0.4578 7.2921  -0.14
Cl6 2.5524 2.3288 9.0319  -0.15
H24 1.6645 0.4990 7.8578  0.15
C12 -1.5024 2.0356 -4.5423  -0.34
Cl7 -1.3301 3.7425 -4.1126  -0.07
Cl8 0.0853 1.2954 -4.8005  -0.04
Cl9 -2.3840 1.1628 -3.2903  -0.03
H25 -2.0611 1.9707 -5.4694  0.36
C13 1.3747 6.9929 -3.7369  0.00
Cl10 -0.3691 6.8458 -3.5023  -0.12
Cl11 2.1791 5.4609 -3.3844  -0.04
Cl12 1.7406 7.5237 -5.3859  -0.15
H26 1.7496 7.7414 -3.0479  0.32
C14 -2.2882 -5.1096 4.6809  -0.04
Cl13 -2.8232 -4.1978 3.2664  0.00
Cl14 -0.7520 -5.9298 4.3603  -0.15
Cl15 -2.1448 -4.0554 6.0900  -0.08
H27 -3.0366 -5.8637 4.8954  0.26
C15 2.3525 -4.6529 -1.1032  0.55
Cl16 1.8702 -5.0385 0.5554  -0.14
Cl17 1.0204 -4.9453 -2.2248  -0.11
Cl18 2.9056 -2.9803 -1.2204  0.02
H28 3.1761 -5.3026 -1.3775  -0.38
C16 2.1343 -3.9929 -6.3104  -0.06
Cl19 2.1809 -3.5436 -4.6041  0.10
Cl20 0.5635 -4.6912 -6.7240  -0.06
Cl21 2.4842 -2.5945 -7.3373  -0.14
H29 2.8960 -4.7430 -6.4877  0.16
C17 -5.9648 -4.4166 7.5409  0.56
Cl22 -5.5831 -5.1158 5.9615  -0.13
Cl23 -5.9224 -5.6613 8.7979  -0.16
Cl24 -4.8620 -3.0959 7.9326  -0.06
H30 -6.9698 -4.0161 7.4940  -0.19
C18 3.6218 -7.9205 -3.6757  -0.07
Cl25 3.6634 -7.4717 -1.9657  -0.08
Cl26 2.0592 -8.6297 -4.0971  -0.12
Cl27 3.9656 -6.5172 -4.6986  -0.10
H31 4.3916 -8.6635 -3.8502  0.38
C19 -7.4663 0.4944 8.0789  -0.01
Cl28 -5.7559 0.9197 8.1954  -0.11
Cl29 -8.1250 0.9855 6.5155  -0.10
Cl30 -7.6920 -1.2416 8.3301  -0.11
H32 -8.0036 1.0232 8.8576  0.32
C20 4.6760 1.0387 -4.2827  0.04
Cl31 3.0093 0.6196 -4.6947  -0.04
Cl32 5.2828 -0.0103 -2.9985  -0.09
Cl33 5.7147 0.9399 -5.7120  -0.15
H33 4.6900 2.0613 -3.9227  0.21
C21 5.5320 7.5931 -4.8819  0.24
Cl34 5.8897 6.8608 -6.4508  -0.13
Cl35 5.6033 6.3808 -3.5989  -0.10
Cl36 6.6517 8.9189 -4.5455  -0.11
H34 4.5254 7.9949 -4.9158  0.07
C22 5.8542 -5.0031 0.9540  0.25
Cl37 7.0076 -5.8290 2.0102  -0.15
Cl38 6.2813 -3.2987 0.7768  -0.11
Cl39 5.7790 -5.7967 -0.6264  -0.09
H35 4.8711 -5.0625 1.4099  0.11
C23 10.8272 8.5192 -4.3802  -0.01
Cl40 9.4200 7.7287 -5.0955  -0.07
Cl41 10.5422 8.8317 -2.6644  -0.09
Cl42 12.2828 7.5390 -4.6063  -0.14
H36 10.9762 9.4694 -4.8805  0.30
C24 -3.4386 -5.5729 -7.9597  0.05
Cl43 -5.0478 -6.1587 -7.5211  -0.13
Cl44 -3.3123 -3.8327 -7.6847  -0.10
Cl45 -2.1919 -6.4376 -7.0534  -0.11
H37 -3.2840 -5.7627 -9.0157  0.29
C25 8.1028 8.5318 0.8305  -0.01
Cl46 8.0492 8.5327 -0.9354  -0.03
Cl47 9.1107 9.8593 1.4221  -0.13
Cl48 6.4736 8.6379 1.5075  -0.13
H38 8.5459 7.5977 1.1566  0.30
C26 -8.9090 -3.3071 4.4010  0.13
Cl49 -8.8484 -2.8481 6.1099  -0.11
Cl50 -10.5199 -3.9017 3.9704  -0.15
Cl51 -8.4510 -1.9439 3.3796  -0.05
H39 -8.1959 -4.1083 4.2394  0.18

Cartesian forces (eV/Å) of the 3 atoms listed first:
0.40 -0.15 0.10
-0.19 0.48 -0.96
-0.42 0.15 -0.55